No. 1
This record from the Open Molecules 2025 dataset describes a molecular structure, C2H3HgO2 at a distorted geometry. The level of theory is ωB97M-V with the def2-TZVPD basis set.

Output
net charge: +2
orbital gap (spin up / spin down): 0.283 / 0.278 Ha
HOMO energy (spin up / spin down): -0.8047 / -0.8274 hartree
molar mass: 259.63 Da
<S²>: 0.770
F_max: 3.4 eV/A
LUMO energy (spin up / spin down): -14.191 / -14.945 eV
multiplicity: 2

Structure (XYZ):
```
8
C2H3HgO2 ωB97M-V with the def2-TZVPD basis set
H -2.500 0.101 0.770
C -0.716 -0.914 0.162
O 0.375 -1.402 0.330
O -0.837 0.323 -0.241
C -2.159 0.923 -0.017
H -1.976 1.968 0.232
H -2.739 0.718 -0.918
Hg 1.475 0.396 -0.257
```

The net atomic charges from Mulliken, expressed in e, are: H 0.330; C 0.778; O -0.323; O -0.304; C -0.449; H 0.276; H 0.303; Hg 1.390



No. 2
This record from the Open Molecules 2025 dataset describes a single C5H4S molecule at a distorted geometry. The level of theory is ωB97M-V with the def2-TZVPD basis set.

Output
orbital gap: 0.319 Ha
HOMO energy: -0.3422 hartree
molar mass: 96.15 Da
F_max: 2.8 eV/A
LUMO energy: -0.631 eV

Structure (XYZ):
```
10
C5H4S ωB97M-V with the def2-TZVPD basis set
C 0.316 -1.048 -0.838
C 0.315 -2.122 -1.549
C -0.932 -0.260 -1.027
C -0.634 0.786 -0.227
C 0.737 0.307 0.206
S 1.215 -0.130 1.904
H -1.889 -0.538 -1.460
H -1.176 1.472 0.368
H 1.622 0.789 -0.081
H 0.427 0.743 2.705
```

The net atomic charges from Mulliken, expressed in e, are: C 0.190; C -0.477; C -0.246; C -0.407; C -0.085; S -0.230; H 0.394; H 0.358; H 0.360; H 0.143



No. 3
This record from the Open Molecules 2025 dataset describes a gas-phase ion, C5H4N (charge +1) at a distorted geometry. The level of theory is ωB97M-V with the def2-TZVPD basis set.

Output
net charge: +1
orbital gap: 0.312 Ha
HOMO energy: -0.5219 hartree
molar mass: 78.09 Da
F_max: 5.9 eV/A
LUMO energy: -5.699 eV
SMILES: C#[N+]C#CC=C

Structure (XYZ):
```
10
C5H4N ωB97M-V with the def2-TZVPD basis set
C 3.081 -1.631 -0.480
N 2.109 -1.037 -0.290
C 1.063 -0.373 -0.038
C 0.024 0.255 0.239
C -1.190 0.973 0.595
C -2.329 0.836 -0.084
H 3.951 -2.193 -0.682
H -1.078 1.598 1.470
H -3.217 1.359 0.231
H -2.413 0.213 -0.960
```

The net atomic charges from Mulliken, expressed in e, are: C 0.036; N -0.048; C 1.482; C -0.439; C -0.861; C -0.574; H 0.550; H 0.304; H 0.282; H 0.268



No. 4
This record from the Open Molecules 2025 dataset describes a molecular structure, C3H3NOS at a distorted geometry. The level of theory is ωB97M-V with the def2-TZVPD basis set.

Output
orbital gap: 0.296 Ha
HOMO energy: -0.3763 hartree
molar mass: 101.13 Da
F_max: 6.1 eV/A
LUMO energy: -2.172 eV

Structure (XYZ):
```
9
C3H3NOS ωB97M-V with the def2-TZVPD basis set
C 2.545 -1.092 -0.010
C 0.183 -0.210 -0.591
C 1.839 0.051 -0.154
N 3.248 -1.990 0.144
O -0.472 0.906 -0.081
S 2.357 1.600 -0.085
H 0.051 -1.164 0.181
H -0.579 -0.622 -1.683
H 0.103 1.647 -0.183
```

The net atomic charges from Mulliken, expressed in e, are: C 0.213; C -0.268; C 0.304; N -0.326; O -0.397; S -0.247; H 0.213; H 0.248; H 0.259